No. 1
Below is C8H13AlF7 as an isolated structure, with properties calculated with wB97M-V/def2-TZVPD.

- Charge: -1
- Relative energy (zero: lowest compared OMol25 entry of this formula, charge and spin): 30.2 kcal/mol
- Orbital gap: 8.5130 eV
- E: -1254.12266 hartree
- E_LUMO: 3.413 eV
- Largest force on an atom: 2.877 eV/A

Atoms and positions in Å:
C 2.842 -1.745 -0.039
C 2.910 -0.341 0.710
C 2.097 0.833 -0.025
C 0.595 0.437 -0.429
C 0.590 0.311 -2.052
Al -0.805 1.850 0.041
C -2.455 1.150 1.057
F -3.606 1.762 0.497
F -2.354 1.666 2.401
C -2.573 -0.426 1.222
F -1.425 -0.900 1.866
F -3.647 -0.661 2.142
C -2.959 -1.228 -0.091
F -3.364 -2.518 0.336
F -4.032 -0.715 -0.793
F -1.921 -1.439 -0.978
H 3.694 -2.456 0.231
H 1.890 -2.265 0.332
H 2.705 -1.649 -1.169
H 2.480 -0.444 1.764
H 4.003 -0.002 0.759
H 2.021 1.708 0.713
H 2.687 1.202 -0.920
H 0.388 -0.593 0.000
H 1.100 1.186 -2.559
H -0.500 0.340 -2.406
H 1.019 -0.683 -2.395
H -0.065 2.917 1.002
H -1.315 2.701 -1.220

No. 2
Below is a single C5H8O molecule, with properties calculated with wB97M-V/def2-TZVPD.

- Relative energy (zero: lowest compared OMol25 entry of this formula, charge and spin): 56.8 kcal/mol
- Orbital gap: 10.9312 eV
- E: -270.46737 hartree
- E_LUMO: 0.920 eV
- Largest force on an atom: 0.828 eV/A

Atoms and positions in Å:
C 0.958 2.230 0.589
C 0.188 1.325 0.386
C -0.008 -0.072 -0.072
C -0.496 -1.012 1.028
C -0.815 -0.168 -1.359
O 1.313 -0.486 -0.435
H 1.774 2.907 0.673
H 0.055 -0.822 1.956
H -1.565 -0.927 1.238
H -0.272 -2.029 0.694
H -0.474 0.589 -2.071
H -1.890 -0.049 -1.193
H -0.623 -1.156 -1.785
H 1.856 -0.330 0.350

No. 3
Below is C5H8AgLiO3 as an isolated structure, with properties calculated with wB97M-V/def2-TZVPD.

- Charge: +2
- Relative energy (zero: lowest compared OMol25 entry of this formula, charge and spin): 0.0 kcal/mol
- Multiplicity: 3
- Orbital gap (alpha / beta): 9.8243 / 5.0288 eV
- E: -574.76115 hartree
- E_LUMO (alpha / beta): -8.397 / -13.269 eV
- Largest force on an atom: 3.402 eV/A

Atoms and positions in Å:
C 1.205 -3.977 0.541
C 1.720 -3.741 -0.660
H 1.674 -3.609 1.462
H 0.285 -4.574 0.638
H 1.612 -4.234 -1.634
Ag 1.696 -1.479 -0.906
O -0.134 1.820 0.532
Li 0.571 3.070 2.064
O 1.608 1.449 1.760
C 0.876 0.992 0.875
O 1.037 -0.069 0.225
C -0.946 1.580 -0.632
C -2.179 2.444 -0.528
H -0.360 1.830 -1.527
H -1.202 0.512 -0.671
H -1.983 3.331 0.088
H -2.464 2.773 -1.536
H -3.016 1.883 -0.092

The highest largest force on an atom belongs to which entry?
C5H8AgLiO3

What is the E in the second record?
-270.46737 hartree

Please write out number 1 again, unchanged.
Below is C8H13AlF7 as an isolated structure, with properties calculated with wB97M-V/def2-TZVPD.

- Charge: -1
- Relative energy (zero: lowest compared OMol25 entry of this formula, charge and spin): 30.2 kcal/mol
- Orbital gap: 8.5130 eV
- E: -1254.12266 hartree
- E_LUMO: 3.413 eV
- Largest force on an atom: 2.877 eV/A

Atoms and positions in Å:
C 2.842 -1.745 -0.039
C 2.910 -0.341 0.710
C 2.097 0.833 -0.025
C 0.595 0.437 -0.429
C 0.590 0.311 -2.052
Al -0.805 1.850 0.041
C -2.455 1.150 1.057
F -3.606 1.762 0.497
F -2.354 1.666 2.401
C -2.573 -0.426 1.222
F -1.425 -0.900 1.866
F -3.647 -0.661 2.142
C -2.959 -1.228 -0.091
F -3.364 -2.518 0.336
F -4.032 -0.715 -0.793
F -1.921 -1.439 -0.978
H 3.694 -2.456 0.231
H 1.890 -2.265 0.332
H 2.705 -1.649 -1.169
H 2.480 -0.444 1.764
H 4.003 -0.002 0.759
H 2.021 1.708 0.713
H 2.687 1.202 -0.920
H 0.388 -0.593 0.000
H 1.100 1.186 -2.559
H -0.500 0.340 -2.406
H 1.019 -0.683 -2.395
H -0.065 2.917 1.002
H -1.315 2.701 -1.220